No. 1
87
Properties=species:S:1:pos:R:3:forces:R:3 method="wB97M-V/def2-TZVPD" orbital_gap_ev=9.2 total_charge=+1 homo_ev=-11.97
F 1.970385 -1.085347 1.167637 0.882 -0.461 0.079
F 0.442421 -0.125657 2.268634 -0.808 0.538 1.022
F -1.731202 3.180885 -0.115126 0.112 0.975 0.116
F 0.843708 3.063815 -0.323857 0.466 0.525 -0.715
F -1.095108 1.740841 -1.541622 0.448 -0.546 -1.177
F 0.011607 -1.171068 0.440861 -1.722 -0.533 -0.675
F 2.406201 1.280194 0.555699 0.740 0.303 0.686
F 0.162081 2.504590 1.602254 -0.189 -0.326 1.326
F 1.290804 0.459230 -1.045491 -0.476 -0.168 -1.139
O 8.944456 -1.113867 -3.654325 -0.124 -0.175 0.038
O -4.407997 4.673498 -0.131758 -0.021 -0.026 -0.008
O 6.690478 -3.654143 -4.641574 0.102 0.000 -0.175
O -5.288209 -3.441356 -0.072037 -0.251 0.272 -0.329
O 4.261202 0.212532 -1.876653 -0.102 -0.070 -0.342
O -3.909598 2.790969 -2.116137 0.422 -0.238 -0.170
O 6.062321 -0.625065 -4.273792 -0.261 -0.089 -0.236
O -7.429599 5.502345 -2.746940 0.111 -0.076 -0.031
O -7.184307 3.898671 -5.475042 0.114 0.169 0.012
O 3.342263 -3.687118 3.942324 -0.150 -0.054 0.116
O -4.102654 -5.311998 1.558039 0.074 -0.252 0.319
O -2.154644 1.457381 3.427565 -0.033 -0.328 0.051
O 3.407726 3.448677 2.598345 -0.108 -0.155 0.038
O 4.090013 -5.160026 -3.488402 0.050 0.073 0.056
O 4.690513 -1.704827 2.252719 0.002 0.141 -0.236
O 4.638250 -5.402484 6.099615 0.044 -0.162 0.102
O -6.482429 1.872789 -3.337248 0.153 0.105 0.232
O -2.930107 6.985213 1.153535 0.033 -0.130 0.034
O 8.547884 -1.964020 -0.896762 -0.194 0.116 0.006
O 3.121536 -4.534576 8.500718 0.178 0.017 0.021
N -3.442433 1.616424 0.904898 0.411 -0.750 -0.518
C -4.362632 0.417641 1.049234 -1.085 -0.485 -1.676
C 1.193204 0.860253 0.207061 -0.575 0.072 0.949
C 0.252328 2.085540 0.356411 -0.207 -0.045 -1.480
C 0.849106 -0.396194 1.055436 1.833 0.097 -0.366
C -2.707920 0.040583 -0.628490 -0.971 -1.523 2.013
C -3.740934 -0.772907 0.211639 0.471 1.971 1.483
C -1.169184 1.955255 -0.248374 -0.762 0.619 2.213
C -2.146736 1.001693 0.470004 -0.813 -0.918 -2.122
H -3.049665 3.111796 -2.416565 -0.011 -0.107 -0.044
H -3.812994 4.447644 -0.856113 -0.291 0.062 0.050
H -2.592757 0.912189 4.093269 -0.029 0.161 0.058
H 8.917192 -2.072906 -3.541841 0.064 0.023 -0.086
H 4.693175 -2.661423 2.382213 -0.057 0.063 0.219
H -7.315072 4.851858 -5.555560 -0.125 -0.059 -0.036
H 7.310266 -3.906685 -5.335340 -0.060 -0.092 0.065
H -1.979725 6.838593 1.215945 -0.043 0.112 -0.031
H -4.288587 2.357892 -2.898145 -0.433 0.123 0.114
H 3.047858 2.789851 1.996763 0.142 0.090 0.042
H -4.701921 0.190935 2.050476 0.400 0.202 0.240
H -4.564418 -1.200103 -0.339386 0.248 -0.569 -0.117
H -3.166858 -5.508526 1.678452 -0.054 0.001 -0.058
H 3.753910 -4.325494 9.196337 -0.115 0.010 -0.001
H -6.589880 3.680755 -6.202185 -0.053 -0.075 0.053
H -3.334026 2.193612 1.740916 -0.189 0.147 -0.150
H -4.519703 5.629631 -0.204040 0.157 -0.007 0.247
H 4.045460 2.963299 3.134475 0.009 0.094 -0.033
H 3.721369 -3.633104 4.829826 0.110 -0.127 -0.067
H 5.544951 -0.350458 -3.505428 0.256 -0.066 0.244
H 7.814669 -1.614767 -0.379036 0.075 -0.074 0.021
H 5.288092 -5.878377 6.630827 0.076 0.081 -0.108
H -1.826267 0.480534 1.364763 0.656 -0.033 -0.247
H 4.904554 -4.929125 -3.955115 0.020 0.101 -0.010
H -4.543373 -5.871106 2.209097 0.045 -0.022 -0.060
H -6.717994 2.242603 -2.478011 -0.071 -0.029 -0.057
H 3.610772 0.221876 -2.588528 -0.064 0.032 0.134
H -1.218100 1.257293 3.547398 0.011 0.222 0.053
H 4.274389 -6.076062 5.512439 -0.066 0.109 -0.007
H 2.611270 -3.061130 3.959633 0.069 -0.031 0.019
H 5.433589 -0.618094 -5.004773 0.134 0.068 -0.037
H -4.868844 -4.084636 -0.653005 -0.009 -0.022 0.118
H 8.584559 -1.396221 -1.681516 0.130 0.025 0.033
H -5.217716 0.705780 0.436881 -0.364 0.147 0.610
H -7.331894 4.802822 -3.402034 0.025 -0.046 0.008
H -3.834258 2.072270 0.071809 0.232 1.051 0.512
H -3.373749 0.559275 -1.314222 0.809 0.437 -0.483
H 3.665728 -4.820285 7.752716 -0.158 0.022 -0.071
H -5.763288 -3.984083 0.564461 0.177 -0.010 0.019
H -3.317176 -1.425273 0.971036 0.209 -0.598 -0.602
H 8.087315 -0.898455 -4.046692 -0.005 0.103 0.064
H 3.769561 0.486100 -1.097726 0.209 0.019 0.036
H 6.599832 -2.697488 -4.735152 -0.133 0.049 0.222
H 3.827769 -1.523334 1.869276 0.222 -0.089 0.055
H 4.301724 -5.003364 -2.562317 0.021 -0.046 -0.071
H -6.537859 5.636961 -2.408059 -0.075 0.003 0.018
H -3.304995 6.390067 1.812420 0.003 0.072 -0.021
H -7.023917 2.374976 -3.961995 0.108 0.012 -0.149
H -1.945729 -0.556492 -1.107655 -0.008 -0.022 -0.225



No. 2
20
Properties=species:S:1:pos:R:3:forces:R:3 method="wB97M-V/def2-TZVPD" multiplicity=3 orbital_gap_ev="8.2 / 5.7" total_charge=+3 homo_ev="-21.08 / -21.07"
Au -0.000213 -0.008485 -0.002833 -0.003 0.159 0.839
O -0.002721 -3.242316 -0.009106 -0.001 3.223 -0.062
O 0.000220 0.000036 -3.252689 -0.001 -0.001 6.377
O -3.246444 0.001332 0.002601 4.252 0.000 -0.006
O 3.246895 -0.002670 0.003252 -4.364 0.002 -0.008
O 0.002504 3.244985 -0.008421 0.000 -2.906 -0.017
N -0.025730 0.702458 4.155470 0.032 -1.002 -1.981
N -0.000107 0.016972 2.158292 -0.005 0.067 -1.155
C 0.044112 -1.129730 2.925070 -0.029 0.671 0.367
C 0.001890 2.112961 0.010534 0.011 4.947 -0.029
C 0.026570 -0.678704 4.215645 -0.020 0.678 -1.482
C -0.002369 -2.107888 -0.002280 -0.009 -5.421 0.110
C -2.103367 0.001680 0.003182 -6.511 -0.011 0.246
C 0.000099 0.000470 -2.088546 0.001 0.007 -9.275
C 2.102809 -0.002151 0.003427 6.626 -0.014 0.252
C -0.042975 1.135959 2.874346 0.037 -0.901 1.166
H -0.048126 1.319691 4.904271 -0.046 1.209 2.010
H -0.083158 2.180291 2.499082 0.032 -0.990 0.758
H 0.082130 -2.133168 2.488521 -0.013 0.549 0.606
H 0.048782 -1.271924 5.080583 0.011 -0.267 1.283



No. 3
21
Properties=species:S:1:pos:R:3:forces:R:3 method="wB97M-V/def2-TZVPD" multiplicity=5 orbital_gap_ev="5.2 / 5.5" total_charge=+4 homo_ev="-20.42 / -20.43"
Er -3.156942 4.401143 -2.598942 2.228 -2.091 -0.865
Ti 0.150480 -0.206881 1.857786 -3.171 -2.016 -5.566
Cl -1.464927 3.936577 -4.192428 -0.752 0.246 0.757
Cl 4.168420 -2.631311 -1.439801 -0.143 -0.057 0.177
Cl -2.050740 -0.387931 1.881052 1.560 0.256 0.199
O -5.818653 6.353710 -1.298984 4.848 -4.072 -1.591
O 1.559943 0.184404 4.544505 -3.990 -1.326 -6.950
O -4.277039 7.051925 -4.549380 2.747 -5.057 2.812
N 1.279739 -1.713607 1.076864 -0.191 0.809 0.142
C 2.269575 -1.615031 0.135694 -0.393 -0.693 0.558
C 0.977597 0.005098 3.520928 6.392 2.044 12.277
C 0.938596 -2.910490 1.634792 0.278 0.101 -0.323
C 1.600585 -4.064543 1.246941 -0.425 -0.202 0.426
C -4.949675 5.636360 -1.598490 -6.375 5.083 2.582
C 2.611233 -4.008429 0.290608 -0.372 0.436 0.215
C 2.948098 -2.766619 -0.257962 0.208 0.800 -0.461
C -3.806423 6.137376 -4.003304 -3.103 6.363 -4.067
H 1.301693 -5.006585 1.700430 0.123 0.096 -0.113
H 2.463572 -0.624535 -0.266283 0.216 -0.242 -0.077
H 0.123216 -2.879973 2.372202 0.308 -0.335 -0.230
H 3.131653 -4.890659 -0.056228 0.008 -0.142 0.098



No. 4
65
Properties=species:S:1:pos:R:3:forces:R:3 method="wB97M-V/def2-TZVPD" orbital_gap_ev=8.5 total_charge=-3 homo_ev=-2.75
S -1.864495 -0.213534 4.587449 -0.751 -0.209 -0.458
S 2.278054 2.779038 -0.015948 -1.105 -1.804 -2.099
S -2.338819 -0.950600 -1.733740 1.290 -2.846 -1.271
S -2.496437 1.514280 -2.367107 -0.979 -0.368 -0.486
S -0.203675 -2.081749 3.963452 0.589 -2.894 0.668
S 1.011479 4.396830 1.555790 -0.012 2.207 4.000
S 3.045388 -3.173491 -3.241752 1.444 0.183 1.293
S 1.692982 -3.501544 -5.412204 -0.722 1.850 -0.540
F -2.240089 -2.154866 0.639815 -0.314 0.467 0.295
F -3.478733 -3.178678 -0.751892 -0.308 -0.148 -0.438
F 4.525859 1.391511 0.182394 0.102 -0.307 -0.122
F -0.501328 5.637198 3.383579 0.560 0.231 0.616
F 2.181090 -1.568209 -1.271628 -0.331 0.352 0.105
F -4.223005 -1.337940 0.109515 0.094 -0.225 0.218
F -0.735753 3.510930 -2.247212 -0.634 0.249 -0.454
F -1.756300 3.204001 -0.429536 -0.792 0.310 0.577
F -0.710019 -4.571005 -5.742646 -0.251 0.069 0.008
F -0.578665 -3.403425 -3.884532 0.425 -1.003 -0.279
F -1.552587 4.310568 2.103442 0.214 -0.526 0.702
F -2.841379 4.121218 -2.114403 0.198 0.229 0.239
F 3.769482 -0.704476 -2.478529 0.184 0.081 0.358
F 2.784418 0.557922 1.232165 0.192 -0.748 -0.246
F 1.308554 -1.970804 1.809313 0.281 -0.442 -0.328
F -3.998475 1.336030 4.093131 -0.027 -0.525 -0.326
F 3.822781 2.233922 2.059735 0.372 -0.144 -0.311
F 1.828158 -3.559501 3.266761 -0.041 0.016 -0.595
F 2.363273 -1.516433 3.638204 0.365 0.277 -0.046
F -0.316197 3.496033 3.754702 -0.178 0.096 0.147
F -3.452463 0.005304 2.399617 -0.765 -0.497 0.458
F 4.185018 -2.264545 -0.985319 0.204 0.249 -0.292
F -0.721499 -2.372079 -5.706879 0.043 -0.306 -0.787
F -2.339729 1.742961 2.766622 0.285 0.456 0.317
O 4.373101 -3.422871 -3.789707 -0.400 -0.104 0.837
O -1.466906 0.685254 5.644230 -0.014 -0.144 -0.995
O -3.254046 -1.176193 -2.837980 -0.064 0.530 0.936
O -1.045593 -3.074610 3.345263 0.486 -0.106 0.142
O 2.045254 -4.879321 -5.252489 0.197 -0.389 0.828
O -2.716039 -1.334989 4.966931 0.804 1.065 -0.498
O -0.991994 -1.457826 -1.995323 -1.503 0.568 1.344
O 0.635402 5.497767 0.727213 -0.210 -0.161 -0.918
O -1.630811 1.220891 -3.486489 -0.049 0.343 1.067
O 1.894673 1.976776 -1.160609 -0.053 0.088 1.405
O -3.901387 1.646930 -2.681924 0.449 0.633 0.452
O 2.165621 4.599901 2.413163 -0.188 -0.031 -0.378
O 1.906961 -3.042243 -6.771164 -0.363 0.674 0.797
O 0.083900 -2.240053 5.390361 -0.001 0.390 -1.424
O 2.979752 3.977424 -0.336793 0.258 0.559 0.735
O 2.351209 -4.249852 -2.571401 0.574 0.443 0.237
N -2.338195 0.485761 -1.031808 -0.220 1.296 -2.129
N -0.322569 0.517372 0.960689 -0.137 0.281 1.336
N -0.601159 -0.637460 3.514359 -2.177 1.832 2.124
N 2.178296 -2.342818 -4.252213 -1.255 -2.267 -2.462
N 0.946083 2.931320 1.006427 2.116 0.088 -1.831
C -0.208063 -3.480046 -5.160497 0.761 1.369 0.762
C -3.136640 -1.968966 -0.339082 1.169 0.541 -0.371
C -1.939801 3.227257 -1.739074 1.213 -1.541 -0.054
C 3.311882 -1.811398 -1.905980 -0.384 -1.378 -1.013
C 1.441596 -2.297766 3.085014 -0.939 0.567 1.229
C -0.404610 4.437252 2.834942 -0.342 -0.435 -2.528
C 3.461425 1.648222 0.905958 -1.239 1.552 0.992
C -3.019537 0.770999 3.379887 1.730 0.039 0.280
H -1.231606 0.475953 0.451374 0.828 0.110 -0.525
H 0.080617 1.499306 1.003237 -0.746 -0.695 -0.076
H -0.511338 0.169618 1.939776 0.433 0.231 -0.688
H 0.417633 -0.066456 0.581354 -0.362 -0.281 -0.538